125
Properties=species:S:1:pos:R:3:lowdin_charge:R:1 method="wB97M-V/def2-TZVPD" e_tot_ev=-100095.823 gap_ha=0.2658 charge=-1 de_lowest_kcal_mol=6.4
Rb -0.101 -0.795 -0.667 0.9056
O -1.220 1.514 -2.168 -0.3128
C -2.472 1.368 -2.663 -0.5184
C -3.321 0.386 -1.766 -0.0578
C -3.583 0.829 -0.360 -0.2289
C -4.742 1.547 -0.047 -0.0081
C -5.001 1.883 1.267 -0.0530
C -4.094 1.500 2.239 -0.0286
C -2.955 0.805 1.852 -0.2659
C -1.926 0.447 2.894 -0.0375
C -0.679 1.375 2.861 -0.3064
O 0.023 0.862 1.691 -0.1439
C 0.199 1.158 4.100 -0.1413
C 0.973 2.181 4.649 -0.0480
C 1.786 1.944 5.746 -0.0795
C 1.851 0.673 6.305 -0.0980
C 1.100 -0.352 5.757 -0.0828
C 0.278 -0.113 4.662 -0.0283
C -1.167 2.806 2.645 -0.1620
C -1.628 3.545 3.732 -0.0428
C -2.241 4.775 3.542 -0.0814
C -2.411 5.279 2.260 -0.0866
C -1.969 4.541 1.172 -0.0462
C -1.353 3.312 1.361 -0.0117
N -2.707 0.469 0.584 0.1717
C -3.230 2.716 -2.743 -0.1370
C -4.583 2.835 -3.073 -0.0817
C -5.212 4.071 -3.102 -0.0924
C -4.500 5.227 -2.803 -0.1081
C -3.156 5.125 -2.477 -0.0957
C -2.535 3.880 -2.445 -0.0287
C -2.452 0.664 -4.057 -0.1371
C -3.139 1.082 -5.194 -0.0394
C -3.042 0.383 -6.396 -0.0980
C -2.259 -0.756 -6.484 -0.1113
C -1.556 -1.176 -5.360 -0.0737
C -1.649 -0.473 -4.170 -0.0408
H -2.766 -0.551 -1.734 0.0747
H -4.267 0.144 -2.259 0.1248
H -5.429 1.816 -0.836 0.1001
H -5.897 2.432 1.532 0.1040
H -4.245 1.748 3.282 0.1107
H -1.610 -0.588 2.741 0.1024
H -2.368 0.545 3.885 0.1337
H 0.942 3.168 4.210 0.1116
H 2.378 2.752 6.158 0.0988
H 2.491 0.485 7.159 0.0951
H 1.158 -1.355 6.163 0.1012
H -0.273 -0.937 4.232 0.1072
H -1.517 3.148 4.734 0.1196
H -2.594 5.336 4.399 0.0979
H -2.898 6.235 2.110 0.0972
H -2.129 4.903 0.165 0.0870
H -1.073 2.722 0.493 0.1037
H -5.157 1.945 -3.309 0.1143
H -6.264 4.134 -3.358 0.0958
H -4.990 6.193 -2.824 0.0907
H -2.587 6.017 -2.240 0.0959
H -1.491 3.769 -2.176 0.0950
H -3.739 1.982 -5.170 0.0961
H -3.581 0.743 -7.266 0.0923
H -2.184 -1.302 -7.417 0.0905
H -0.914 -2.047 -5.413 0.1031
H -1.014 -0.753 -3.343 0.0721
O -1.625 -2.760 1.677 -0.0872
H -2.241 -2.868 0.941 0.0161
H -0.795 -3.129 1.322 -0.0062
O -2.084 -2.918 -1.361 -0.1391
H -2.394 -3.661 -1.886 0.0341
H -1.205 -3.256 -1.016 -0.0376
O 1.528 2.391 1.842 0.0582
N 1.156 1.451 1.234 -0.0268
C 4.716 -5.022 3.445 -0.0670
C 5.572 -3.765 3.328 -0.4077
C 6.029 -3.523 1.891 -0.0668
C 4.853 -2.540 3.902 -0.1178
N 3.644 -2.177 3.185 -0.0945
C 3.485 -1.396 2.112 -0.1516
N 2.214 -1.379 1.796 0.0407
N 1.594 -2.180 2.691 0.0156
N 2.437 -2.667 3.526 0.0831
H 5.263 -5.890 3.072 0.0808
H 3.796 -4.932 2.866 0.0556
H 4.434 -5.212 4.484 0.0796
H 6.460 -3.893 3.956 0.1295
H 5.177 -3.428 1.215 0.0660
H 6.630 -4.363 1.537 0.0799
H 6.634 -2.616 1.811 0.0790
H 5.512 -1.672 3.879 0.1258
H 4.561 -2.719 4.936 0.1236
H 4.256 -0.860 1.575 0.1129
C 2.877 1.930 -3.927 -0.1893
P 1.201 1.666 -3.241 0.5670
C 0.241 2.295 -4.636 -0.1483
C 1.225 2.893 -1.915 -0.1697
O 1.151 0.238 -2.836 -0.5026
H 3.084 2.981 -4.144 0.0443
H 2.979 1.350 -4.848 0.0503
H 3.610 1.561 -3.207 0.0265
H 0.773 3.165 -5.030 0.0524
H -0.769 2.566 -4.350 0.0344
H 0.207 1.528 -5.412 0.0645
H 1.193 3.890 -2.363 0.0597
H 2.159 2.798 -1.357 0.0438
H 0.359 2.747 -1.273 0.0109
N 4.039 -0.064 -0.711 -0.0714
N 3.352 -1.196 -1.267 -0.0482
H 3.406 0.726 -0.603 0.0454
H 4.757 0.203 -1.372 0.0521
H 2.633 -0.877 -1.915 0.0106
H 2.895 -1.666 -0.494 -0.0003
C 1.666 -4.688 -2.016 0.0210
C 0.911 -4.719 -0.672 -0.5047
O 0.288 -3.562 -0.382 -0.2819
C 1.946 -5.032 0.440 -0.5431
F 2.825 -4.009 0.541 0.1112
F 2.694 -6.138 0.210 0.1263
F 1.383 -5.189 1.645 0.1466
C -0.116 -5.887 -0.734 -0.5420
F 0.443 -7.109 -0.877 0.1322
F -0.929 -5.720 -1.806 0.1253
F -0.908 -5.941 0.343 0.1570
H 2.461 -3.946 -1.936 0.0823
H 0.965 -4.356 -2.781 0.0923
H 2.087 -5.654 -2.297 0.0882